Entry 1:
This record from OMol25 describes a 4-piece molecular cluster, C16H42BNO9 overall at a distorted geometry. The level of theory is ωB97M-V/def2-TZVPD.

```
! RIJCOSX wB97M-V def2-TZVPD def2/J DEFGRID3
* xyz 0 1
C 2.47 7.41 -0.78
O 3.65 6.72 -0.25
C 3.32 5.80 0.85
C 3.04 4.32 0.18
O 4.08 3.39 0.64
C 5.26 3.56 -0.28
B 1.49 3.82 0.44
N 1.01 2.36 0.23
O 0.41 4.78 0.85
H 2.11 7.00 -1.84
H 2.82 8.53 -1.01
H 1.54 7.42 -0.08
H 2.50 6.18 1.58
H 4.31 5.68 1.50
H 3.17 4.44 -0.99
H 6.21 3.03 0.18
H 5.07 3.05 -1.33
H 5.55 4.68 -0.42
H 0.44 2.43 -0.66
H 0.28 2.19 0.99
H 0.52 4.94 1.84
C -0.75 2.86 5.08
O 0.12 2.36 4.06
C 1.50 2.45 4.43
C 2.04 1.10 4.90
O 1.43 0.69 6.13
C 0.40 -0.28 5.93
H -1.77 2.53 4.85
H -0.48 2.48 6.07
H -0.72 3.95 5.08
H 1.65 3.22 5.19
H 2.04 2.75 3.53
H 3.11 1.20 5.10
H 1.91 0.33 4.13
H 0.86 -1.25 5.73
H -0.27 0.00 5.12
H -0.18 -0.35 6.85
C -0.14 -0.35 -1.81
O -1.40 0.27 -1.58
C -2.29 0.09 -2.68
C -3.31 -1.02 -2.40
O -2.68 -2.30 -2.32
C -2.49 -2.73 -0.98
H 0.40 -0.39 -0.85
H -0.24 -1.36 -2.19
H 0.45 0.26 -2.50
H -1.74 -0.11 -3.61
H -2.83 1.04 -2.81
H -4.02 -1.07 -3.24
H -3.88 -0.81 -1.49
H -3.44 -3.07 -0.57
H -2.08 -1.93 -0.35
H -1.79 -3.56 -0.98
C -4.08 -7.79 -3.68
O -3.19 -7.12 -4.57
C -2.96 -5.76 -4.18
C -1.61 -5.61 -3.45
O -1.62 -6.29 -2.19
C -0.96 -7.54 -2.25
H -4.02 -8.86 -3.88
H -3.83 -7.62 -2.63
H -5.11 -7.46 -3.88
H -3.78 -5.39 -3.56
H -2.93 -5.17 -5.09
H -1.45 -4.55 -3.24
H -0.79 -5.96 -4.08
H 0.13 -7.38 -2.26
H -1.25 -8.13 -3.12
H -1.22 -8.11 -1.35
*
```

Properties
E_tot in eV: -37861.3083
Kohn-Sham gap in eV: 9.655
HOMO in eV: -9.15
SMILES: COC[C@@H](OC)B(N)O.COCCOC.COCCOC.COCCOC
Maximum force in hartree/bohr: 0.062
Lowest unoccupied orbital energy in eV: 0.5


Entry 2:
This record from OMol25 describes C40H42AsN9O7S4Tc as an isolated structure at a distorted geometry. The level of theory is ωB97M-V/def2-TZVPD.

```
! RIJCOSX wB97M-V def2-TZVPD def2/J DEFGRID3
* xyz 0 4
Tc -0.60 0.02 0.05
C 3.01 -5.88 1.58
C 3.54 -4.48 1.91
C 3.84 -4.42 3.41
C 4.84 -4.24 1.14
C 2.52 -3.44 1.49
C 2.08 -3.41 0.13
C 1.18 -2.45 -0.26
N 0.67 -1.54 0.58
C 1.07 -1.53 1.89
C 2.01 -2.50 2.34
C 0.49 -0.53 2.71
C 0.74 -0.35 4.09
C 0.14 0.65 4.81
C -0.74 1.52 4.11
C -0.94 1.34 2.77
N -0.38 0.34 2.08
C 0.43 0.80 6.30
C 0.01 -0.49 7.03
C -0.33 1.97 6.92
C 1.94 1.03 6.50
H 3.71 -6.64 1.91
H 2.86 -6.01 0.51
H 2.05 -6.06 2.07
H 4.54 -5.22 3.67
H 2.94 -4.57 4.01
H 4.30 -3.48 3.69
H 5.58 -5.00 1.40
H 5.26 -3.26 1.38
H 4.68 -4.28 0.06
H 2.44 -4.11 -0.60
H 0.84 -2.40 -1.28
H 2.31 -2.48 3.37
H 1.42 -1.03 4.58
H -1.22 2.36 4.60
H -1.56 2.01 2.19
H -1.05 -0.67 6.91
H 0.22 -0.39 8.10
H 0.55 -1.36 6.66
H -1.41 1.86 6.81
H -0.03 2.92 6.47
H -0.10 2.02 7.99
H 2.52 0.19 6.15
H 2.15 1.18 7.56
H 2.26 1.92 5.96
O 1.49 2.97 1.56
As 1.28 2.82 -0.20
O 2.59 3.30 -1.02
O 0.98 1.14 -0.38
C -0.13 4.18 -0.30
C 0.27 5.39 0.24
C -0.57 6.50 0.18
C -1.81 6.41 -0.42
C -2.21 5.20 -0.98
C -1.37 4.11 -0.92
S -1.86 2.55 -1.62
O -0.62 2.34 -2.49
O -1.76 1.73 -0.32
O -0.78 -0.23 -2.09
H 2.30 2.50 1.80
H 1.24 5.47 0.71
H -0.25 7.43 0.61
H -2.46 7.27 -0.47
H -3.18 5.11 -1.47
O 1.01 -1.14 -3.35
N 1.90 -0.94 -4.35
C 2.57 -2.01 -4.62
C 3.54 -1.95 -5.67
N 4.32 -1.94 -6.50
C 2.38 -3.24 -3.90
N 2.22 -4.21 -3.32
S -3.17 -0.64 -7.51
C -2.07 -0.06 -6.44
S -1.58 -0.97 -5.03
C -0.64 0.39 -4.52
N -0.67 1.40 -5.30
N -1.44 1.16 -6.38
C -1.59 2.24 -7.30
C -1.58 3.53 -6.80
C -1.70 4.60 -7.67
C -1.84 4.38 -9.03
C -1.84 3.09 -9.52
C -1.71 2.01 -8.66
S 0.25 0.40 -2.99
H -1.45 3.70 -5.74
H -1.69 5.61 -7.28
H -1.94 5.22 -9.71
H -1.94 2.90 -10.58
H -1.70 1.00 -9.05
C -5.15 -1.57 2.75
C -4.14 -1.70 1.67
C -4.00 -2.62 0.65
C -2.84 -2.26 -0.05
N -2.30 -1.17 0.51
N -3.10 -0.86 1.55
C -2.21 -2.95 -1.20
H -5.94 -2.29 2.61
H -5.59 -0.57 2.76
H -4.69 -1.75 3.73
H -4.65 -3.45 0.44
H -2.87 -0.05 2.12
H -2.94 -3.61 -1.68
H -1.38 -3.57 -0.87
H -1.84 -2.25 -1.94
*
```

Properties
E_tot in eV: -176279.4476
Kohn-Sham gap (spin up / spin down) in eV: 2.451 / 5.493
HOMO (spin up / spin down) in eV: -4.31 / -7.72
Maximum force in hartree/bohr: 0.093
Lowest unoccupied orbital energy (spin up / spin down) in eV: -1.9 / -2.2
Energy above the lowest of the compared OMol25 structures with the same formula, charge and spin in eV: 3.249


- Among the records above, which one has the highest E_tot?
  C16H42BNO9